The following is a quantum chemistry calculation of 19 unconnected molecules or ions with the total composition C78H198Br7N12O15, from OMol25.

Each line ends with the Mulliken charge.
CARTESIAN COORDINATES (ANGSTROEM)
Br -1.6970 3.3152 1.2212  -0.5938
Br 6.1076 -1.3907 4.4254  -0.7375
Br 1.1345 -4.0090 -2.5143  -0.6628
Br -3.1135 0.1490 -3.9360  -0.4074
Br -5.1238 -3.5407 -0.9085  -0.8808
Br 3.8023 1.6262 -0.8577  -0.7559
Br -0.6007 -0.5485 4.6318  -0.6259
O 7.7875 1.2369 8.0278  -0.2197
O -7.8576 -1.5508 4.1253  -0.2016
O 8.6324 -1.1908 9.7788  -0.2947
O 3.9289 -1.3662 7.1023  -0.0378
O -3.8955 -0.6182 -0.7131  1.4464
O 3.9880 0.9196 3.4966  0.3997
O 4.6260 -3.8122 -2.0605  -0.4696
O 8.0614 13.4352 -7.4627  -0.2704
O 2.5843 -4.8155 3.8978  -0.3913
O -0.4314 2.9353 -2.4797  0.3903
O -3.3072 -12.4241 -3.6715  -0.3230
O -2.2344 -7.9655 -1.0494  -0.4444
O -5.1068 4.2878 -0.7583  -0.1869
O -4.1969 -2.2665 6.2765  -0.2477
O 3.4014 11.0785 -6.5380  -0.3541
N -0.3308 -0.5345 -0.0386  1.0583
N 2.9003 3.7954 2.3665  0.3527
N -6.8670 -2.0390 -5.2282  0.6668
N -3.2908 2.5836 -1.8784  2.4631
N -5.4759 -2.5805 3.9999  -0.3340
N 8.0234 -1.3171 7.3221  0.7768
N 2.4494 -1.8749 4.7170  1.0575
N 6.2291 -1.9288 -0.3996  0.1560
N -2.6051 -10.1494 -2.4830  -0.0911
N -2.8777 3.2979 5.1518  0.9344
N 5.3798 12.6156 -7.6705  -0.1272
N 0.2941 -1.3596 -5.8193  0.8149
C -4.4086 -11.5430 -3.5848  -0.4468
C 0.8843 3.4237 -2.2816  -0.7530
C 5.5057 12.0571 -6.2391  -0.6549
C -6.0928 -2.1570 2.6808  0.7196
C -5.4681 -0.8692 -7.0453  -0.2555
C -4.8977 2.3819 4.0543  -0.3937
C 0.4594 0.4630 0.6282  -0.3849
C 8.4366 -2.5752 7.9998  -0.6239
C 2.8198 4.2798 0.9574  -0.3271
C 9.1191 -0.4001 6.8584  -0.6585
C 2.2221 -2.6301 3.4212  -0.5046
C 3.1162 -6.1194 3.8427  -0.8892
C 9.1404 -0.7237 11.0025  -0.7970
C -3.4837 -13.3728 -4.7462  -0.7698
C -3.9757 -2.6604 3.9214  -0.5267
C -3.7743 -10.1470 -3.4758  -0.5982
C 2.5906 -1.8014 7.1377  -1.0164
C -2.2817 -4.2130 -6.0842  0.2298
C 1.0648 0.8845 -5.3005  -0.4398
C 1.7793 2.8256 2.5662  -0.9245
C -3.5014 -3.1340 5.3179  -0.6550
C -6.5796 1.7680 2.2627  -1.5148
C 3.0614 -3.8117 3.0424  -0.5434
C -2.5124 -6.5236 -0.9987  -0.5461
C 8.9759 14.5152 -7.2658  -0.7543
C 9.3674 -2.2585 9.1723  -0.4964
C -2.3711 5.7109 5.1581  -0.9095
C 6.6195 -0.8279 0.5855  -0.7181
C -0.2494 -0.3535 -6.8379  -0.4242
C 1.5263 -2.0620 -6.2610  -1.0028
C -7.1115 -0.7745 -4.3838  -0.1454
C 4.7445 -2.2776 -0.1953  0.5146
C -7.6195 -2.2563 2.9480  -0.9937
C -3.2588 3.0701 6.6335  -0.8141
C -1.3557 3.4526 5.1636  -0.4875
C -4.2167 -0.1543 -9.1580  -1.4494
C -3.4311 4.6604 4.7364  -0.7731
C -0.9574 -3.4726 -6.4117  -1.1822
C -1.8130 -0.2058 0.1742  1.7325
C -1.3362 4.0226 -2.5080  -0.9735
C -4.4615 -1.2334 -8.1177  0.1679
C -3.0347 -10.1903 -1.0464  -0.7678
C 9.1615 0.8806 7.7390  -0.3156
C 4.3241 3.1204 2.5426  -0.3218
C -0.0622 -1.9697 0.3631  0.0481
C -2.2325 -4.7569 -4.6863  -0.9601
C -6.8630 -3.1945 -4.2342  -0.8627
C -2.6609 3.4925 -2.9222  -0.3175
C 4.3511 -3.6454 -0.7388  -0.4912
C 0.6773 0.7848 -6.8284  -1.1612
C 2.6783 4.9795 3.2647  -1.0160
C -5.3728 1.3565 3.1019  0.9358
C -5.4663 5.6992 -1.0291  -0.8223
C -7.8342 -2.7745 -3.2020  -0.8019
C 7.4790 13.3939 -8.7659  -0.6245
C -0.7394 -2.3768 -5.4285  1.3392
C 6.4026 12.1855 -8.7204  -0.6274
C 4.3310 -0.5669 8.1941  -0.1277
C -8.0882 -2.3409 -6.1606  -0.8431
C -3.3361 -8.7477 -0.6597  -0.4630
C 0.6484 -0.4407 -4.6861  0.8523
C -1.1067 4.9373 5.5803  -0.5427
C -3.9599 -2.5460 7.6589  -0.8468
C 7.8378 2.3519 8.9194  -0.9351
C -7.3811 -1.3264 -2.9915  0.3487
C -0.1035 -0.4534 -1.5009  -0.0866
C 6.5014 -1.4602 -1.8120  -0.7639
C -3.4500 2.1820 4.2973  0.3014
C 2.5399 9.9837 -6.7294  -0.7591
C 4.7855 10.8443 -6.2292  -0.3651
C -9.1827 -1.6183 4.6866  -0.8483
C -5.5128 -1.9614 -5.9611  -0.5040
C -2.6561 -1.1230 -0.6766  -0.3033
C -4.7469 2.3127 -1.8614  0.4689
C 2.4000 -2.6696 5.9566  -0.4005
C 7.1126 -3.0787 -0.1677  -0.8378
C -5.6789 3.4929 -1.7475  -1.0786
C 4.4420 2.2025 3.7468  -0.6544
H 1.5441 0.4824 0.4106  -0.2023
H -2.4355 -6.2565 0.1055  0.2039
H 5.4885 2.2217 3.9580  0.6312
H -4.4702 -1.3858 -0.9545  -0.7831
H -0.4155 -2.7309 -4.4089  -0.4979
H -8.4535 -1.4015 -6.5526  0.3671
H 4.1297 -3.6160 3.2287  0.2501
H -5.1320 1.7333 -2.7159  -0.1884
H 6.1882 -0.4505 -1.9557  0.2359
H -2.1090 -9.2382 -2.5134  0.3909
H 0.3522 0.3877 1.6953  0.5416
H -8.8928 -2.8161 -3.5675  0.2770
H -3.3887 -12.9589 -5.7607  0.3192
H -5.0676 0.0540 -6.5510  0.1973
H 1.5157 -3.2262 5.9219  0.5540
H -7.8496 -3.0173 -6.9860  0.2762
H 7.4227 -1.6228 6.5265  -0.3271
H -2.5976 -2.1453 -0.3108  0.3477
H -2.5935 2.2978 7.0868  0.2336
H -5.1492 6.1723 -0.1441  0.2245
H 5.3931 13.6295 -7.6079  0.3653
H -3.9963 0.7459 -8.6151  0.3264
H -2.1610 -0.3941 1.2445  0.0276
H 8.0863 3.2523 8.3529  0.3025
H 4.0527 -0.9831 9.1393  0.4050
H -3.3186 -9.7918 -4.4033  0.4283
H 3.1716 3.4942 0.2832  -0.4857
H -5.5137 2.3902 4.9283  0.4108
H -2.7293 6.3052 6.0054  0.3130
H -5.0924 0.0378 -9.8286  0.3685
H 4.1977 -1.4050 -0.5963  -0.0632
H 4.1512 -6.1260 4.1758  0.3446
H -5.2251 -2.9742 -6.4055  0.4631
H -6.2027 -0.1553 -4.4227  -0.0497
H 4.5601 -2.2163 0.9237  -0.2802
H -1.7710 -5.9475 -1.5223  0.2107
H 1.1949 4.0491 -3.1237  0.3858
H -6.2000 2.3885 1.4494  0.2369
H -3.6317 -3.2824 3.1806  0.5721
H -5.8591 -3.2907 -3.8084  0.1857
H 1.7509 4.4973 0.7614  0.3994
H -2.7391 2.8791 -3.7819  0.3113
H 0.8281 4.1010 -1.4142  0.1669
H -5.7227 -1.9468 4.7968  0.6239
H 1.7897 10.3829 -7.4090  0.2623
H 6.9309 2.4332 9.5076  0.2826
H -7.8879 -0.0970 -4.8026  0.2031
H -7.3597 2.3055 2.8096  0.3948
H -3.1439 -5.3479 -4.4858  0.5277
H 2.1533 1.0774 -5.2500  0.4075
H -4.0071 -3.5965 7.9445  0.3549
H -3.5445 -8.7040 0.3770  0.4662
H -4.8127 -2.0920 8.1743  0.2864
H 1.6815 -1.1313 4.7073  -0.5536
H -3.1077 4.0233 7.1443  0.4020
H -0.7115 0.3220 -1.9251  -0.5857
H -6.4304 -0.7132 -7.5087  0.4508
H -0.9930 5.0291 6.6391  0.3776
H 3.4836 5.0914 0.7302  0.4111
H -6.5598 5.8231 -1.2253  0.3343
H -8.1765 -0.7333 -2.5354  0.5558
H -4.9793 6.1384 -1.9354  0.2905
H 5.2239 10.1065 -6.9744  0.3024
H 2.2397 -1.8957 2.6431  0.3375
H -3.6165 -1.6592 3.7577  0.0521
H 7.0490 11.3198 -8.3555  0.2873
H 2.3233 -2.3764 8.0265  0.4947
H 5.8753 11.9629 -9.6145  0.4219
H -3.1317 -3.4995 -6.0539  -0.3900
H -2.7418 -14.2071 -4.6961  0.2435
H -8.7590 -2.9008 -5.4816  0.3058
H 0.2124 1.6735 -7.1278  0.5445
H 1.5677 0.5663 -7.4267  0.2968
H 7.4141 -0.8235 8.0340  -0.1595
H -3.5704 -6.2573 -1.2155  0.2968
H -4.2019 -8.4030 -1.2170  0.3241
H -4.9736 -11.5956 -4.5157  0.4907
H 1.9567 2.4611 3.5583  0.4197
H -9.9134 -1.4333 3.9571  0.3382
H 6.9624 14.3075 -9.0430  0.4069
H -3.3735 -0.3330 -9.8873  0.3682
H 5.4347 -0.5577 8.2284  -0.4344
H 8.2023 13.1079 -9.6082  0.3982
H -3.4531 -1.4056 -7.6663  -0.3451
H 0.0076 1.4029 0.4034  -0.3183
H 1.7038 5.4360 3.1826  0.3246
H -5.8346 -3.5098 4.3167  0.4674
H 3.2660 -3.6890 -0.5314  0.1234
H -9.3239 -2.5697 5.2062  0.3158
H -0.1567 -4.1972 -6.4008  0.3477
H 8.6639 -0.1683 5.8890  0.3182
H 3.9100 2.7264 4.5989  0.1783
H 2.9800 -4.1272 2.0373  0.6752
H -3.4617 4.6757 3.6478  0.2998
H 7.5109 -3.0014 8.4558  0.2932
H -2.2120 -10.6110 -0.5244  0.4770
H -7.8109 -3.3277 3.0608  0.4546
H 8.5549 15.5098 -7.3683  0.3269
H -1.6671 -1.7940 -5.4243  -0.8044
H 8.5514 2.1079 9.7052  0.3551
H 1.7560 -2.7517 -5.4573  0.3719
H -4.2617 2.6743 6.6441  0.3109
H 1.3418 -0.9488 -4.0219  0.7402
H -3.6416 -4.1906 5.4545  0.5199
H 6.5301 12.0381 -5.9947  0.3742
H 3.1029 -6.5808 2.8786  0.3151
H -0.4952 -2.1728 1.3462  0.2244
H 1.1597 -2.8999 3.5202  0.2727
H 1.5333 2.5501 -2.1788  -0.0440
H -5.7670 -1.1479 2.5603  -0.5072
H -2.9034 2.2832 3.3631  -1.1664
H 1.9614 1.9229 1.9557  0.1315
H 3.9405 0.4400 8.1191  0.3254
H 9.3541 -3.0874 9.9086  0.4645
H -0.8865 2.6749 5.7643  0.5482
H 8.8447 -3.2878 7.2899  0.4361
H -1.3574 -5.4408 -4.5240  0.2750
H 9.4107 14.3798 -6.2864  0.2584
H -2.0899 -3.9955 -3.9214  -0.1578
H -9.2383 -0.7861 5.4393  0.2239
H -4.4887 -13.8410 -4.6694  0.3341
H -2.2428 -1.1545 -1.6684  -0.4989
H -6.6180 3.1028 -1.3569  0.4387
H 6.3919 -1.2054 1.5434  0.4841
H -1.9750 0.8212 -0.1478  -1.4322
H -6.4667 -1.3039 -2.3861  -0.5860
H 2.3373 -1.2246 -6.3749  0.4336
H -3.2896 4.3906 -3.0229  0.3019
H -7.0519 0.8437 1.8638  0.2508
H -0.2403 -0.3258 -4.0945  -1.6415
H -0.5526 -2.6510 -0.3651  0.3027
H 2.6236 -6.6733 4.6169  0.2797
H 4.6211 0.3185 3.9685  -0.5491
H 9.6763 0.5433 8.6567  0.0607
H 1.8823 -1.0018 7.0198  0.3831
H 2.8052 4.6629 4.2491  0.4711
H 2.0334 9.8544 -5.7893  0.2702
H -4.4350 -9.3797 -3.1276  0.3113
H 0.9472 -0.2098 -1.5213  0.8036
H -5.7735 4.0619 -2.6962  0.5708
H -3.0445 2.8631 -0.9368  -0.3867
H -7.0514 -4.0922 -4.7044  0.4955
H 7.7056 -0.6094 0.4320  0.3570
H -2.8487 1.6839 -2.1199  -2.0312
H 0.6246 1.7171 -4.8102  0.0321
H 4.8983 -4.2921 -0.0555  0.4162
H 2.9984 9.1255 -7.1990  0.3616
H 0.8431 3.3349 2.3448  0.2860
H -4.7919 -2.1927 -8.5264  0.4525
H -1.0093 3.3015 4.1971  -0.0737
H 7.6178 -1.4544 -1.8478  0.4390
H 6.9969 -3.8863 -0.8846  0.3323
H 1.0524 -2.2207 0.3270  -0.5016
H -4.9442 1.7168 -0.9335  -0.0256
H -5.5196 0.4097 3.6293  -0.4832
H 8.1379 -2.7404 -0.1322  0.4428
H -0.3954 -0.8791 -7.7813  0.4713
H -1.3494 4.5362 -1.5172  0.2742
H -4.7199 -1.7142 -5.2207  -0.2956
H -5.0583 3.3705 3.6257  0.6416
H 3.3145 -1.3251 4.6610  -0.1797
H -1.9225 -10.9167 -2.5936  0.4357
H -2.9713 -2.2160 7.9845  0.2260
H -0.2886 -1.4635 -1.9040  -0.1228
H -4.4510 4.7592 5.0718  0.5485
H -1.0219 4.7960 -3.1681  0.5533
H -2.2156 6.3603 4.3182  0.3985
H -7.7808 -3.3187 -2.2858  0.4805
H 6.1109 -2.1201 -2.5339  0.3050
H 8.3412 -0.0698 11.4839  0.2150
H 5.0388 12.7895 -5.5842  0.3916
H -4.5498 1.1608 2.4500  -0.0540
H -0.1338 5.1559 5.1973  0.3710
H 4.9831 10.3256 -5.2789  0.3999
H 6.8659 -3.4661 0.8322  0.3290
H 10.1015 -0.8577 6.7019  0.3619
H 3.2306 -3.3940 5.9037  0.2658
H 3.3292 5.8554 3.0648  0.3283
H 3.8539 -4.1453 -2.5227  0.2115
H 6.1434 0.1317 0.3642  0.0597
H -8.1875 -1.8350 2.1755  0.6475
H -1.2015 -0.0095 -6.5027  0.2887
H -2.3897 -4.9740 -6.8600  0.5882
H 4.3913 12.4580 -7.9752  0.4006
H -3.8976 -10.8266 -0.8472  0.2645
H -2.4495 -2.9386 5.3949  0.2897
H 9.2880 -1.5746 11.6264  0.3605
H 10.4050 -1.8911 8.9607  0.3133
H 9.8446 14.3518 -7.9627  0.3093
H -4.8984 -11.7571 -2.6083  0.2011
H -5.7529 -2.8838 1.8815  -0.0763
H 1.3603 -2.5953 -7.1951  0.2886
H -1.2340 -3.0578 -7.3424  0.4357
H 4.6180 2.5727 1.6388  0.0275
H -3.1762 1.2756 4.8628  0.1705
H 5.0032 3.9822 2.6350  0.5116
H 10.1778 -0.2080 10.7781  0.3194
H 9.6601 1.7082 7.2691  0.5805

Results
E_tot ... -22892.77654 Eh
E_HOMO ... -14.6 eV
Maximum force ... 4.90 eV/Å
Net charge ... +5
LUMO ... -6.210 eV